No. 1
Below is a cluster of 4 separate species, C29H62ClN4O6 in total, with properties calculated with wB97M-V/def2-TZVPD.

The geometry in XYZ format:
```
102
Properties=species:S:1:pos:R:3
C 4.9177 1.8941 2.7759
C 4.4850 2.8673 1.4964
C 3.8519 4.3219 1.9949
O 3.8310 5.1896 0.8047
C 2.4889 5.7335 0.5379
C 1.4309 4.5442 0.1453
C 1.7916 3.3762 -0.9489
C 0.6149 2.2146 -1.1960
C 1.0065 1.0484 -2.3072
C 2.0957 -0.0503 -1.7466
C 1.6792 -1.5476 -2.2699
C 1.3101 -2.5930 -1.0550
O 2.3807 -2.7870 -0.0647
C 1.8567 -2.2356 1.2285
C -0.8433 2.2562 -0.3805
C -1.9412 1.0670 -0.6465
C -2.6047 0.4180 0.7052
C -1.9683 -1.1069 0.9637
Cl -4.4337 0.1189 0.3748
N -1.0950 3.4264 0.5934
O -2.2621 3.5822 1.2805
C -0.0414 4.5186 0.8659
H 3.9834 1.6925 3.4530
H 5.8468 2.3330 3.3587
H 5.2552 0.8626 2.3188
H 5.4463 3.0755 0.8263
H 3.7497 2.2521 0.8187
H 2.8234 4.2208 2.5460
H 4.6174 4.7449 2.8060
H 2.0938 6.3897 1.4512
H 2.5947 6.4998 -0.3698
H 2.8137 3.3125 -1.5592
H 0.0474 0.5641 -2.8065
H 1.5562 1.6242 -3.1966
H 2.2727 0.0296 -0.5798
H 3.1514 0.2049 -2.2381
H 2.5608 -1.9382 -2.9725
H 0.7250 -1.5117 -2.9852
H 0.3118 -2.2763 -0.5293
H 1.0878 -3.6393 -1.5802
H 1.3810 -1.1645 1.0113
H 0.9791 -2.9266 1.6494
H 2.7006 -2.0958 2.0370
H -2.8075 1.4131 -1.3913
H -1.4054 0.1656 -1.2173
H -2.4010 1.0087 1.6947
H -2.4484 -1.4890 1.9838
H -0.8261 -0.9564 1.1691
H -2.1950 -1.8018 0.0497
H -3.0499 3.5315 0.6635
H -0.2879 5.3760 1.6249
C 4.3852 -0.7469 -5.5444
C 4.1388 0.6789 -6.0325
C 5.2964 1.2477 -6.8877
O 6.4402 1.6559 -6.1319
C 7.3163 0.5972 -5.7765
N 3.8530 1.5367 -4.8736
H 5.0923 -0.7922 -4.7122
H 3.4485 -1.1939 -5.1914
H 4.7692 -1.3779 -6.3523
H 3.2454 0.6514 -6.6685
H 4.9317 2.1564 -7.3826
H 5.5850 0.5551 -7.6867
H 7.3639 -0.1776 -6.5477
H 7.0127 0.1671 -4.8204
H 8.3185 1.0152 -5.6444
H 3.5890 2.4639 -5.2109
H 4.7403 1.6993 -4.3900
C -3.9300 0.1711 4.8345
C -3.3638 -0.7513 5.9117
C -2.3742 -0.0468 6.8704
O -1.0751 0.1764 6.3148
C -0.9813 1.3252 5.4864
N -2.7482 -1.9185 5.2641
H -3.2152 0.3731 4.0328
H -4.8106 -0.2862 4.3685
H -4.2419 1.1294 5.2621
H -4.2112 -1.1000 6.5147
H -2.2157 -0.7070 7.7322
H -2.7927 0.8851 7.2678
H -1.6225 2.1405 5.8348
H -1.2234 1.0620 4.4552
H 0.0563 1.6712 5.5014
H -2.4623 -2.5803 5.9876
H -1.8617 -1.6077 4.8573
C -7.6351 -4.5750 -1.2648
C -6.6907 -3.4761 -0.7826
C -5.2005 -3.8935 -0.7942
O -4.8224 -4.7542 0.2839
C -5.1349 -6.1233 0.0782
N -7.1162 -3.0344 0.5532
H -7.7932 -5.3549 -0.5157
H -8.6196 -4.1531 -1.4983
H -7.2539 -5.0492 -2.1749
H -6.7993 -2.6319 -1.4745
H -4.5976 -2.9852 -0.6704
H -4.9112 -4.3274 -1.7582
H -5.0414 -6.4163 -0.9719
H -6.1402 -6.3358 0.4465
H -4.4362 -6.7238 0.6680
H -6.5470 -2.2323 0.8286
H -6.8415 -3.7643 1.2163
```

Output
max |F|	5.682	eV/Å
total charge	+1
HOMO-LUMO gap	5.936	eV



No. 2
Below is a structure of composition C29H62FINO22P6S2, with properties calculated with wB97M-V/def2-TZVPD.

The geometry in XYZ format:
```
124
Properties=species:S:1:pos:R:3
C 5.3874 -4.6122 -0.1600
C 4.8203 -3.1266 0.0345
C 3.2403 -2.9014 -0.1530
I 2.3087 -4.8595 -0.0084
C 2.6012 -1.7154 0.7566
P 0.8264 -1.1528 0.2085
P -0.3654 -2.5427 -0.8702
O -0.9642 -3.7023 -0.0229
O 0.3296 -3.1436 -2.3450
O -1.7660 -1.6745 -1.4167
O 3.2366 -0.3954 0.6679
P 3.5523 0.4442 2.1975
C 1.8680 1.3933 2.1953
C 1.4536 2.0782 0.8197
F 0.0062 1.9431 0.6210
C 4.3182 2.0583 1.4460
O 3.9399 3.2850 2.1990
O 4.0321 4.2944 1.2672
N 3.9569 1.2462 3.7347
C 3.4902 0.7787 4.8436
C 1.9974 0.9535 5.4705
C 4.4826 0.0564 5.9225
C 5.3487 -0.2214 1.8073
C 5.9788 -0.1361 0.3527
C 7.3887 -0.6438 -0.0082
C 8.3201 -1.2588 1.0709
C 7.7356 -1.3759 2.5064
C 6.2777 -0.8857 2.8436
O 3.0407 -0.9253 3.1329
C 2.3927 -1.9700 2.3518
S 0.5252 -2.2023 2.6298
C 2.9633 -3.2853 3.0827
C 2.9181 -3.2008 4.7159
C 2.2659 -4.5890 5.2794
S 0.4122 -4.5080 5.4513
O -0.1242 -3.1331 5.7291
O 0.0662 -5.3708 6.6599
O -0.3512 -5.2755 4.1444
H 5.2255 -5.3091 0.7388
H 5.1118 -5.1035 -1.1637
H 6.5411 -4.4905 -0.2191
H 5.3315 -2.5049 -0.7948
H 5.1076 -2.7983 1.0862
H 3.0862 -2.5459 -1.2439
H 1.1269 -0.1176 -0.7769
H 1.0476 -2.5017 -2.5576
H -2.0141 -2.0020 -2.3075
H 1.7693 2.1678 3.0198
H 1.0504 0.6009 2.4303
H 2.0370 1.7547 -0.1017
H 1.6331 3.2165 0.9247
H 4.1882 2.1712 0.3226
H 5.4400 2.0290 1.7439
H 4.2165 5.1324 1.7546
H 1.7900 2.0896 5.4147
H 1.9310 0.6500 6.5644
H 1.2405 0.4547 4.7810
H 4.4324 -1.0785 5.8777
H 4.1683 0.3993 6.9840
H 5.5641 0.4096 5.7947
H 5.3755 0.3383 -0.5064
H 7.7645 -0.5675 -1.0870
H 9.3598 -1.6268 0.7837
H 8.4165 -1.8347 3.3002
H 5.9498 -1.0585 3.9131
H 0.1830 -3.5178 2.3566
H 2.2077 -4.1324 2.8561
H 3.9757 -3.6421 2.6888
H 2.2524 -2.3603 5.0981
H 3.9913 -3.1810 5.0939
H 2.7168 -4.8902 6.2821
H 2.4719 -5.4454 4.5356
H -1.2460 -4.8862 4.0089
C -4.1053 4.7053 2.3477
O -3.6183 4.7972 1.0162
P -3.1070 6.2365 0.5151
O -3.4063 7.3637 1.4250
O -3.7640 6.3590 -0.9411
C -5.1775 6.4977 -0.9864
O -1.5583 6.0063 0.2096
C -1.1648 4.8161 -0.4664
H -5.0957 5.1600 2.4088
H -4.1818 3.6505 2.6156
H -3.4249 5.1955 3.0482
H -5.5261 7.2110 -0.2356
H -5.6470 5.5262 -0.8145
H -5.4640 6.8605 -1.9738
H -1.9194 4.4928 -1.1867
H -0.9976 4.0255 0.2667
H -0.2311 5.0061 -0.9971
C -2.7484 -8.5774 -4.7054
O -1.7167 -7.7645 -5.2471
P -0.2044 -8.1125 -4.8228
O -0.0684 -9.1072 -3.7376
O 0.4124 -6.6737 -4.4956
C -0.0924 -6.0162 -3.3361
O 0.4954 -8.5153 -6.2021
C 0.2250 -7.7338 -7.3567
H -2.9055 -8.3208 -3.6565
H -3.6683 -8.3838 -5.2597
H -2.5009 -9.6377 -4.7979
H -0.1755 -6.7108 -2.4964
H -1.0735 -5.5880 -3.5556
H 0.5892 -5.2158 -3.0608
H 0.0733 -6.6818 -7.1060
H -0.6665 -8.1233 -7.8530
H 1.0711 -7.8138 -8.0402
C -10.5268 5.6761 -4.3997
O -9.8685 6.8233 -4.9210
P -8.9245 7.6513 -3.9167
O -9.0166 7.2574 -2.4951
O -9.3338 9.1706 -4.2162
C -10.6371 9.5643 -3.8118
O -7.4711 7.5165 -4.5640
C -7.3352 7.6542 -5.9720
H -11.3547 5.9867 -3.7602
H -10.9220 5.0951 -5.2344
H -9.8328 5.0492 -3.8348
H -10.8681 9.1875 -2.8123
H -11.3731 9.1855 -4.5253
H -10.6857 10.6532 -3.7957
H -8.0506 8.3721 -6.3787
H -7.4857 6.6811 -6.4438
H -6.3253 8.0002 -6.1942
```

Output
max |F|	6.835	eV/Å
total charge	-1
HOMO-LUMO gap	6.431	eV



No. 3
Below is a structure of composition C29H63F3MgN3O10S5, with properties calculated with wB97M-V/def2-TZVPD.

The geometry in XYZ format:
```
114
Properties=species:S:1:pos:R:3
Mg -1.4142 -3.6577 -0.4859
C 0.9514 -1.1908 -0.3450
O 0.5456 0.0506 -0.9934
O 0.0067 -2.1393 -0.5673
C 2.4474 -1.3735 -0.8301
F 2.6155 -1.3233 -2.1423
F 3.1858 -0.3932 -0.2677
F 3.0015 -2.5019 -0.3115
C -0.4531 0.7443 -0.2636
C -0.8843 1.8714 -1.2423
H -1.3827 1.4499 -2.1136
H -1.5752 2.5450 -0.7314
H -0.0762 2.4624 -1.6737
H -0.1256 1.1826 0.6824
H -1.3717 0.1993 -0.0261
H 1.0245 -0.9945 0.7306
C 1.1787 4.0031 1.0819
C 0.1986 3.4867 2.0899
N -0.5364 3.0474 2.8554
H 0.6549 4.4702 0.2503
H 1.8491 3.2236 0.7233
H 1.8233 4.7218 1.5866
C 6.1333 0.9351 0.9546
C 6.3106 -0.4272 1.4526
N 6.4462 -1.4510 1.9542
H 5.0850 1.1744 0.7843
H 6.6786 1.0213 0.0156
H 6.5198 1.6556 1.6736
C 5.5730 -4.4193 -0.2417
C 4.8003 -5.5476 -0.7552
N 4.2131 -6.4389 -1.1824
H 5.5095 -3.5265 -0.8599
H 6.6092 -4.7218 -0.1131
H 5.0604 -4.1734 0.6899
C -4.1376 -0.9827 2.2172
S -3.8074 -1.6948 0.5339
O -2.5712 -2.5656 0.5268
C -5.2694 -2.8236 0.5971
H -3.2785 -0.3928 2.5264
H -4.4705 -1.7872 2.8665
H -4.9718 -0.3029 2.0323
H -6.1454 -2.1957 0.7746
H -5.4249 -3.5179 1.4285
H -5.2670 -3.4364 -0.3015
C 2.4020 1.9486 -2.9695
S 2.0449 3.6942 -3.2123
O 3.3319 4.4357 -2.9224
C 1.4463 3.7206 -4.8980
H 2.6873 1.7850 -1.9323
H 3.2385 1.5404 -3.5488
H 1.6518 1.2111 -3.2619
H 1.4686 4.7182 -5.3327
H 0.4397 3.3133 -4.9771
H 2.1043 3.1120 -5.5243
C -1.9578 -0.9040 -3.3820
S -2.2121 -2.6695 -3.6431
O -2.1753 -3.1860 -2.2247
C -3.9986 -2.5894 -4.1549
H -0.9029 -0.7955 -3.1296
H -2.5926 -0.4221 -2.6419
H -2.1497 -0.4035 -4.3346
H -4.1460 -1.8779 -4.9692
H -4.7278 -2.2712 -3.4098
H -4.2594 -3.5792 -4.5259
C 1.2294 -4.0148 -3.4794
S 1.2564 -5.0805 -2.0239
O -0.0871 -4.8981 -1.3102
C 1.0283 -6.7529 -2.8210
H 0.3721 -4.2098 -4.1253
H 2.1158 -4.1614 -4.0991
H 1.2185 -2.9724 -3.1658
H 1.8321 -7.1202 -3.4575
H 0.2763 -6.5433 -3.5879
H 0.6251 -7.4672 -2.1115
C -0.9497 -5.4365 3.6171
S 0.0619 -4.6748 2.2840
O -0.7842 -4.5231 1.0519
C 0.2781 -3.0189 3.0586
H -1.2620 -6.4177 3.2637
H -1.8631 -4.8477 3.7030
H -0.3656 -5.4588 4.5330
H -0.5378 -2.4558 3.5018
H 0.7877 -2.4098 2.3062
H 1.1541 -3.0670 3.7122
C 2.6029 1.1888 3.0668
C 1.9960 0.8490 4.4427
O 1.0545 0.0963 4.5413
C 2.3602 1.7921 5.5758
H 1.9659 0.7579 2.2928
H 3.5288 0.6217 2.9386
H 2.7071 2.2644 2.9591
H 1.4921 2.1257 6.1353
H 2.8292 2.6639 5.1130
H 3.2085 1.4110 6.1476
C -0.9964 7.2561 -0.1216
C -1.4728 6.3137 -1.2116
O -0.6769 5.8085 -1.9714
C -2.9166 5.8504 -1.2616
H -1.3162 6.8572 0.8413
H -1.3338 8.2853 -0.2675
H 0.0816 7.4177 -0.1337
H -3.3503 6.3553 -2.1260
H -3.4976 6.1191 -0.3793
H -2.9300 4.7689 -1.3798
C -3.9208 3.9209 3.3888
C -4.3613 2.8229 2.4476
O -5.3557 2.1893 2.7210
C -3.5457 2.5780 1.2101
H -2.8388 3.8883 3.5079
H -4.4762 3.9064 4.3243
H -4.2457 4.8811 2.9753
H -3.4920 3.4647 0.5791
H -3.8737 1.7333 0.6043
H -2.5650 2.2965 1.6038
```

Output
max |F|	2.879	eV/Å
total charge	+1
HOMO-LUMO gap	8.183	eV